No. 1
Here is a structure of composition C5H11HgMgO4 from OMol25. Energies are from ωB97M-V/def2-TZVPD.

The energy relative to the best compared isomer or geometry (same formula, charge and spin) comes out at 0.0 kJ/mol. The calculation puts the HOMO energy (spin up / spin down) at -0.2488 / -0.2552 Ha. The LUMO energy (spin up / spin down) comes out at -0.047 / -0.932 eV. As for the multiplicity: 2. Its HOMO-LUMO gap (spin up / spin down) is 6.72 / 6.01 eV.

Positions of all 22 atoms, in Å:
O  1.61896  -0.50601  0.91414
C  1.28266  -1.86220  0.91457
C  0.31252  -2.25730  -0.19345
O  -0.94371  -1.62142  -0.16357
C  -1.09948  -0.42382  -0.96595
C  -2.26682  0.33820  -0.40338
O  -1.76449  1.14463  0.69668
C  -2.68838  1.99869  1.33063
Mg  0.24932  0.82573  0.35770
H  0.85968  -2.16515  1.89136
H  2.18626  -2.48986  0.79217
H  0.13498  -3.34375  -0.14100
H  0.78977  -2.02621  -1.16350
H  -1.29102  -0.68519  -2.01724
H  -3.06436  -0.30184  0.01409
H  -2.68838  1.02357  -1.15617
H  -2.14294  2.58271  2.08000
H  -3.15152  2.68284  0.60223
H  -3.46731  1.39560  1.82169
Hg  3.02228  0.70384  0.49835
O  1.73687  1.40092  -0.78100
H  1.58291  1.26747  -1.83899

***

No. 2
Here is a cluster of 2 separate species, C5H11IN in total from OMol25. Energies are from ωB97M-V/def2-TZVPD.

As for the charge: +1. The energy relative to the best compared isomer or geometry (same formula, charge and spin) comes out at 517.1 kJ/mol. The calculation puts the HOMO energy at -0.4749 Ha. The LUMO energy comes out at -4.126 eV. As for the multiplicity: 1. Its HOMO-LUMO gap is 8.80 eV.

Positions of all 18 atoms, in Å:
C  2.16246  -1.63551  1.53688
C  1.49912  -0.79948  0.79203
C  -1.22938  1.68957  -1.12745
C  -1.71803  0.36101  0.81839
C  -0.51067  -0.62040  -0.97291
N  -1.08805  0.38648  -0.48797
I  3.41356  0.46174  -0.49281
H  3.25437  -1.74856  1.86431
H  1.51712  -2.24279  2.16409
H  -1.96197  1.64590  -1.89270
H  -1.36849  2.48311  -0.30034
H  -0.34801  1.86836  -1.69509
H  -2.55506  1.11407  0.78496
H  -2.14146  -0.64790  1.10638
H  -0.85146  0.66624  1.56102
H  -0.05432  -0.62904  -1.89054
H  -0.58437  -1.67428  -0.45744
H  2.56465  -0.67853  -1.31085

***

No. 3
Here is the molecule C5H11INO2P from OMol25. Energies are from ωB97M-V/def2-TZVPD.

The energy relative to the best compared isomer or geometry (same formula, charge and spin) comes out at 10.8 kJ/mol. The calculation puts the HOMO energy at -0.3218 Ha. The LUMO energy comes out at 0.144 eV. As for the multiplicity: 1. As for the structure (SMILES): CC(C)P(C=O)O[C@@H](N)I. Its HOMO-LUMO gap is 8.90 eV.

Positions of all 21 atoms, in Å:
C  -1.93918  1.68293  1.25056
C  -0.82525  1.19901  0.31818
C  -1.32370  0.89406  -1.08067
P  0.11622  -0.21908  1.14266
C  -1.17615  -1.59353  0.92055
O  -2.32370  -1.69731  1.16079
O  1.12753  -0.67601  -0.16090
C  2.46857  -1.11611  -0.13709
N  2.94399  -1.69146  -1.30132
I  3.67277  0.78104  0.45857
H  -2.82132  1.03633  1.27652
H  -1.37828  1.95197  2.12411
H  -2.43460  2.54818  0.70441
H  -0.14368  2.04193  0.26632
H  -0.67091  1.38207  -1.84892
H  -2.38466  0.99531  -1.10513
H  -1.16936  -0.21100  -1.32656
H  -0.87863  -2.12191  -0.03433
H  2.54862  -1.86760  0.71013
H  2.78372  -1.24312  -2.20266
H  3.80801  -2.07571  -1.13520

***

No. 4
Here is a structure of composition C5H11MgO4Pr from OMol25. Energies are from ωB97M-V/def2-TZVPD.

As for the charge: +1. The energy relative to the best compared isomer or geometry (same formula, charge and spin) comes out at 290.2 kJ/mol. The calculation puts the HOMO energy (spin up / spin down) at -0.3725 / -0.4062 Ha. The LUMO energy (spin up / spin down) comes out at -3.558 / -4.364 eV. As for the multiplicity: 4. Its HOMO-LUMO gap (spin up / spin down) is 6.58 / 6.69 eV.

Positions of all 22 atoms, in Å:
O  -0.23532  1.23768  1.98225
C  -0.08238  2.37037  1.17730
C  -0.60432  2.19326  -0.24439
O  -0.01709  1.16394  -1.00639
C  -0.71920  -0.10152  -1.07342
C  0.28364  -1.12073  -1.53922
O  1.05103  -1.53196  -0.37945
C  2.03405  -2.52239  -0.56618
Pr  -0.12482  -0.66825  1.25952
H  0.96814  2.71561  1.15437
H  -0.62796  3.23031  1.61131
H  -0.47271  3.13555  -0.79972
H  -1.67903  1.94625  -0.16417
H  -1.59676  -0.06156  -1.73149
H  1.02302  -0.71241  -2.25060
H  -0.21777  -2.01682  -1.93805
H  2.43827  -2.79218  0.41571
H  1.59054  -3.42185  -1.02062
H  2.84351  -2.09778  -1.17942
Mg  -1.40948  0.47750  3.39764
O  -1.79754  -0.71551  1.84150
H  -2.64782  -0.70747  1.05352

***

No. 5
Here is the ion C5H11N with charge -1 from OMol25. Energies are from ωB97M-V/def2-TZVPD.

As for the charge: -1. The energy relative to the best compared isomer or geometry (same formula, charge and spin) comes out at 230.2 kJ/mol. The calculation puts the HOMO energy (spin up / spin down) at 0.0402 / -0.1014 Ha. The LUMO energy (spin up / spin down) comes out at 4.331 / 4.133 eV. As for the multiplicity: 2. Its HOMO-LUMO gap (spin up / spin down) is 3.24 / 6.89 eV.

Positions of all 17 atoms, in Å:
C  -1.23020  1.75557  0.62754
C  -0.73854  1.15507  -0.76071
C  -0.69771  -0.36264  -1.02249
C  -0.16939  -1.15769  0.20892
C  1.18791  -1.57601  0.19889
N  2.20892  -1.37627  1.10814
H  -0.70918  2.65871  0.74646
H  -2.31208  2.03768  0.46363
H  -1.01549  0.94056  1.29720
H  0.36335  1.33594  -0.78656
H  -1.14944  1.57200  -1.73329
H  -0.19001  -0.54132  -1.98076
H  -1.61114  -0.89617  -1.29540
H  -0.75812  -1.34813  0.97674
H  1.45889  -1.70393  -0.89289
H  3.16198  -1.44710  0.80419
H  2.20024  -1.04628  2.04041

***

No. 6
Here is the molecule C5H11N from OMol25. Energies are from ωB97M-V/def2-TZVPD.

The energy relative to the best compared isomer or geometry (same formula, charge and spin) comes out at 680.7 kJ/mol. The calculation puts the HOMO energy at -0.2691 Ha. The LUMO energy comes out at -1.791 eV. As for the multiplicity: 1. Its HOMO-LUMO gap is 5.53 eV.

Positions of all 17 atoms, in Å:
C  -1.38680  0.08395  1.84421
C  -0.26541  1.06350  1.68826
C  0.40875  0.98591  0.31913
C  0.16836  -0.46828  -0.13995
N  0.90958  -0.95212  -1.13051
C  0.40517  -0.75371  -2.44636
H  -1.50666  -0.34477  2.83725
H  0.08637  -1.10020  0.79400
H  -2.41575  0.36526  1.56953
H  -0.06507  2.01208  2.17365
H  0.32519  0.19829  2.08900
H  1.45389  1.30932  0.29238
H  -0.04890  1.64549  -0.43052
H  -0.93069  -0.41917  -0.37879
H  0.89839  -1.43239  -3.13876
H  -0.69009  -0.80366  -2.55587
H  0.57512  0.29049  -2.75764

***

No. 7
Here is a cluster of 3 separate species, C5H11N in total from OMol25. Energies are from ωB97M-V/def2-TZVPD.

The energy relative to the best compared isomer or geometry (same formula, charge and spin) comes out at 694.1 kJ/mol. The calculation puts the HOMO energy (spin up / spin down) at -0.2572 / -0.2797 Ha. The LUMO energy (spin up / spin down) comes out at 0.785 / 0.934 eV. As for the multiplicity: 1. Its HOMO-LUMO gap (spin up / spin down) is 7.78 / 8.54 eV.

Positions of all 17 atoms, in Å:
C  0.39510  -0.54174  -0.26016
C  -1.94684  -0.66517  0.14719
C  -2.65174  0.38551  -0.64950
N  0.15396  0.37234  0.62282
C  2.46460  0.61418  0.03573
C  3.22535  0.03389  0.94417
H  -0.08376  1.25499  0.16883
H  0.34614  -0.40320  -1.33987
H  0.68488  -1.52751  0.08832
H  -2.11968  -0.70353  1.21496
H  -1.84644  -1.64551  -0.31257
H  2.81948  1.26996  -0.75952
H  -2.66644  1.34725  -0.13118
H  -3.70058  0.12011  -0.84913
H  -2.18642  0.53636  -1.63031
H  4.31288  0.14590  0.98389
H  2.79953  -0.59381  1.72635

***

No. 8
Here is the molecule C5H11N from OMol25. Energies are from ωB97M-V/def2-TZVPD.

The energy relative to the best compared isomer or geometry (same formula, charge and spin) comes out at 224.5 kJ/mol. The calculation puts the HOMO energy at -0.2421 Ha. The LUMO energy comes out at 1.076 eV. As for the multiplicity: 1. Its HOMO-LUMO gap is 7.66 eV.

Positions of all 17 atoms, in Å:
C  2.42467  0.21497  0.23575
C  1.04881  -0.44001  0.15050
C  -0.03045  0.60242  -0.12020
N  -1.38465  0.01305  -0.14641
C  -2.02677  -0.02193  1.02116
C  -1.79238  -0.47515  -1.31487
H  2.67586  0.72377  -0.70195
H  3.20677  -0.52354  0.43476
H  2.45778  0.96109  1.03826
H  1.03198  -1.19327  -0.64545
H  0.80662  -0.95695  1.08548
H  0.13046  1.09856  -1.08093
H  -0.02224  1.37001  0.65802
H  -2.96566  -0.55441  1.07700
H  -1.68608  0.61779  1.82012
H  -1.08425  -0.55388  -2.12551
H  -2.79048  -0.88250  -1.38574

***

No. 9
Here is a cluster of 2 separate species, C5H11N in total from OMol25. Energies are from ωB97M-V/def2-TZVPD.

The energy relative to the best compared isomer or geometry (same formula, charge and spin) comes out at 373.3 kJ/mol. The calculation puts the HOMO energy at -0.2597 Ha. The LUMO energy comes out at 0.982 eV. As for the multiplicity: 1. Its HOMO-LUMO gap is 8.05 eV.

Positions of all 17 atoms, in Å:
C  -1.60335  0.62396  -1.03823
N  -1.12915  -0.10843  -0.07378
C  -1.56445  -1.04687  0.94888
C  -0.26010  -0.34754  0.89233
C  1.96793  -0.32421  -1.52079
C  0.46881  0.67028  1.69610
H  -1.02003  1.47011  -1.38169
H  1.11171  -0.12682  -2.17179
H  -2.52529  0.32822  -1.51975
H  -1.63026  -2.09801  0.66181
H  -2.41477  -0.68164  1.54021
H  1.61947  -0.86080  -0.63482
H  2.41836  0.62571  -1.21809
H  2.70781  -0.92330  -2.05583
H  0.98535  0.21009  2.54208
H  1.22772  1.15674  1.07222
H  -0.20279  1.45728  2.07994

***

No. 10
Here is the molecule C5H11N from OMol25. Energies are from ωB97M-V/def2-TZVPD.

The energy relative to the best compared isomer or geometry (same formula, charge and spin) comes out at 184.9 kJ/mol. The calculation puts the HOMO energy at -0.3286 Ha. The LUMO energy comes out at 1.192 eV. As for the multiplicity: 1. As for the structure (SMILES): CC[C@H]1CN1C. Its HOMO-LUMO gap is 10.13 eV.

Positions of all 17 atoms, in Å:
C  2.47134  -0.33853  0.36867
C  1.28154  -0.46327  -0.61546
C  -0.12392  -0.33143  -0.03525
C  -0.52849  0.99626  0.45631
N  -1.24203  0.48811  -0.69143
C  -2.57722  0.04790  -0.21690
H  2.52333  0.64299  0.85596
H  2.46498  -1.09870  1.15920
H  3.41592  -0.46491  -0.18100
H  1.37905  0.32568  -1.36625
H  1.37577  -1.42664  -1.12640
H  -0.68411  -1.23027  0.10817
H  0.16228  1.77978  0.15084
H  -1.07188  1.19337  1.37442
H  -3.14798  -0.47633  -0.99001
H  -3.13552  0.95059  0.06140
H  -2.56306  -0.59456  0.68774

***

No. 11
Here is the molecule C5H11N from OMol25. Energies are from ωB97M-V/def2-TZVPD.

The energy relative to the best compared isomer or geometry (same formula, charge and spin) comes out at 172.3 kJ/mol. The calculation puts the HOMO energy at -0.3208 Ha. The LUMO energy comes out at 1.197 eV. As for the multiplicity: 1. As for the structure (SMILES): CCN1C[C@H]1C. Its HOMO-LUMO gap is 9.93 eV.

Positions of all 17 atoms, in Å:
C  -1.88988  1.07829  -0.48697
C  -1.18731  -0.28385  -0.28860
N  -0.34493  -0.30384  0.88907
C  0.51439  -1.47358  0.80261
C  1.07241  -0.09517  0.73132
C  1.84164  0.51736  -0.40311
H  -2.97951  0.91749  -0.60679
H  -1.71301  1.58098  0.47545
H  -1.54666  1.75044  -1.30613
H  -1.95044  -1.04843  -0.08984
H  -0.56152  -0.69464  -1.10025
H  0.72418  -2.01794  1.72250
H  0.30374  -2.07268  -0.10442
H  1.51921  0.18007  1.69332
H  2.87140  0.18984  -0.16133
H  1.76540  1.62299  -0.35552
H  1.56089  0.15268  -1.41129

***

No. 12
Here is the molecule C5H11N from OMol25. Energies are from ωB97M-V/def2-TZVPD.

The energy relative to the best compared isomer or geometry (same formula, charge and spin) comes out at 93.3 kJ/mol. The calculation puts the HOMO energy at -0.3119 Ha. The LUMO energy comes out at 1.122 eV. As for the multiplicity: 1. As for the structure (SMILES): C=C(N)CCC. Its HOMO-LUMO gap is 9.61 eV.

Positions of all 17 atoms, in Å:
C  -0.88303  0.56565  1.56050
C  -0.51858  -0.42290  0.74530
N  -1.31483  -1.60924  0.66519
C  0.73700  -0.56830  -0.07644
C  1.22279  0.80732  -0.57997
C  0.70821  1.13878  -2.01440
H  -0.37380  1.51604  1.60038
H  -1.72570  0.39578  2.21807
H  -1.70179  -1.68718  -0.26411
H  -2.06163  -1.66289  1.34451
H  0.62252  -1.27515  -0.89931
H  1.53754  -0.97381  0.54160
H  2.31512  0.89302  -0.59152
H  0.96810  1.56810  0.15214
H  -0.10677  0.43963  -2.16729
H  1.46890  1.06841  -2.78713
H  0.49758  2.20951  -2.02681

***

Q: Look up the energy relative to the best compared isomer or geometry (same formula, charge and spin) of the tenth one.
A: 184.9 kJ/mol